Entry 1:
Molecular formula: C34H32ClN3O7PReS2
Method: DFT, the ωB97M-V functional and the def2-TZVPD basis

The geometry in XYZ format:
```
81
C34H32ClN3O7PReS2 | OMol25 | the ωB97M-V functional and the def2-TZVPD basis
Re -1.4042 -1.6188 -1.3249
C -4.6669 4.9317 1.1263
O -3.6187 3.9885 0.9240
C -2.5950 3.9917 1.8119
C -2.4911 4.8285 2.9128
C -1.3785 4.7409 3.7419
C -0.3595 3.8439 3.4725
C -0.4503 3.0168 2.3607
C -1.5722 3.0715 1.5511
N -1.7173 2.2532 0.4015
C -1.5508 0.9303 0.3456
N -1.3234 0.2466 1.4710
C -0.9873 -1.1071 1.6119
C -0.9440 -2.0467 0.5840
C -0.6235 -3.3841 0.8856
C -0.3673 -3.7616 2.1823
C -0.3922 -2.8189 3.2101
C -0.6911 -1.5014 2.9284
O -0.7387 -0.4969 3.8412
C -0.4392 -0.8151 5.1955
N -1.6739 0.2875 -0.8075
C -2.0039 0.9330 -2.0437
C -3.2793 0.7590 -2.5785
C -3.5851 1.2517 -3.8379
C -2.6051 1.9163 -4.5568
C -1.3307 2.1084 -4.0365
C -1.0163 1.6269 -2.7709
O 0.1616 1.7694 -2.1549
C 1.2637 2.2811 -2.9016
H -5.3703 4.7766 0.3147
H -4.2843 5.9531 1.0893
H -5.1676 4.7575 2.0803
H -3.2688 5.5451 3.1333
H -1.3106 5.3953 4.6009
H 0.5150 3.7985 4.1071
H 0.3584 2.3401 2.1058
H -2.1209 2.6867 -0.4174
H -1.2702 0.7791 2.3297
H -0.5776 -4.1197 0.0934
H -0.1276 -4.7919 2.4070
H -0.1728 -3.1239 4.2233
H -1.1442 -1.5492 5.5890
H -0.5345 0.1131 5.7492
H 0.5808 -1.1927 5.2854
H -4.0240 0.2372 -1.9899
H -4.5748 1.1136 -4.2496
H -2.8291 2.2980 -5.5445
H -0.5854 2.6289 -4.6195
H 2.1111 2.2461 -2.2238
H 1.0805 3.3102 -3.2166
H 1.4601 1.6511 -3.7719
S 1.8111 0.5894 0.4124
P 2.1693 -0.9261 -0.7474
S 0.7086 -1.4623 -2.2124
C 2.4821 -2.4559 0.1702
C 2.7555 -2.3762 1.5299
C 3.0546 -3.5286 2.2429
C 3.0708 -4.7583 1.6040
C 2.7979 -4.8404 0.2430
C 2.5090 -3.6924 -0.4750
C 3.5993 -0.6722 -1.8390
C 3.8117 -1.4387 -2.9843
C 4.9406 -1.2303 -3.7610
C 5.8654 -0.2601 -3.3996
C 5.6617 0.4992 -2.2566
C 4.5330 0.2958 -1.4769
H 2.7341 -1.4114 2.0208
H 3.2766 -3.4629 3.3005
H 3.3018 -5.6564 2.1628
H 2.8185 -5.7989 -0.2592
H 2.2989 -3.7626 -1.5353
H 3.1041 -2.2026 -3.2800
H 5.0961 -1.8273 -4.6500
H 6.7446 -0.0968 -4.0093
H 6.3831 1.2530 -1.9688
H 4.3682 0.8913 -0.5880
O -4.0941 -3.8186 -2.9265
Cl -3.3152 -3.6160 -1.7799
O -1.8406 -3.5481 -2.1501
O -3.5054 -4.5546 -0.7553
O -3.5042 -2.2104 -1.2523
```

Calculated values
**Gap between HOMO and LUMO (spin up / spin down)**: 7.8 / 6.8 eV
**E_tot**: -3681.557979 hartree
**Charge**: +1
**E_LUMO (spin up / spin down)**: -2.9 / -4.1 eV
**E_HOMO (spin up / spin down)**: -0.3930 / -0.3992 Eh
**Spin multiplicity**: 4


Entry 2:
Molecular formula: C34H32FFeN4O4P
Method: DFT, the ωB97M-V functional and the def2-TZVPD basis

The geometry in XYZ format:
```
77
C34H32FFeN4O4P | OMol25 | the ωB97M-V functional and the def2-TZVPD basis
Fe 0.6964 1.0493 -1.3458
N -0.8598 3.4350 -0.1763
P 0.4332 2.4554 0.3703
C -0.0820 2.0956 2.0866
C -0.5014 0.8076 2.4012
C -0.9489 0.5041 3.6802
C -0.9839 1.4904 4.6535
C -0.5630 2.7799 4.3505
C -0.1084 3.0787 3.0762
C 1.7706 3.6485 0.6735
C 2.8697 3.2241 1.4185
C 3.9584 4.0622 1.5923
C 3.9609 5.3299 1.0229
C 2.8747 5.7511 0.2719
C 1.7837 4.9099 0.0925
C -1.5213 3.1031 -1.3415
C -2.7131 3.7459 -1.6985
C -3.3453 3.3682 -2.8606
C -2.7880 2.3633 -3.6457
C -1.6093 1.7873 -3.2221
N -0.9766 2.1459 -2.0991
H -1.3137 4.1027 0.4273
H -0.4682 0.0396 1.6404
H -1.2651 -0.5044 3.9151
H -1.3301 1.2558 5.6521
H -0.5793 3.5491 5.1122
H 0.2475 4.0786 2.8536
H 2.8814 2.2266 1.8438
H 4.8105 3.7228 2.1671
H 4.8130 5.9835 1.1587
H 2.8772 6.7333 -0.1834
H 0.9464 5.2322 -0.5140
H -3.1202 4.5171 -1.0580
H -4.2701 3.8486 -3.1535
H -3.2554 2.0342 -4.5621
H -1.1275 1.0012 -3.7857
N 2.4341 -0.6175 -4.5901
C 2.0041 0.1687 -3.5864
O 0.8278 0.0920 -3.1981
C 2.9605 1.1254 -2.9458
C 2.1757 2.1628 -2.1354
H 1.8150 -1.3107 -4.9730
H 3.3867 -0.5753 -4.9009
H 3.6447 1.5182 -3.7106
H 3.5660 0.5249 -2.2575
H 1.8398 2.9724 -2.7987
H 2.8668 2.6060 -1.4149
C 0.4022 -6.3033 0.2165
C 0.0411 -5.3765 1.3715
C -1.1689 -5.8426 2.1693
C -2.4234 -5.8190 1.3074
C -2.5855 -4.4788 0.6384
C -3.8212 -4.0447 0.2127
C -3.9570 -2.7988 -0.3897
F -5.1887 -2.4211 -0.7891
C -2.8965 -1.9606 -0.5751
C -1.6293 -2.3776 -0.1504
C -0.4846 -1.4697 -0.3433
O -0.6959 -0.3733 -0.8902
C 0.7766 -1.9364 0.1469
C 0.8317 -3.1775 0.7108
N -0.2069 -4.0150 0.8706
C -1.4734 -3.6318 0.4499
C 2.1021 -1.1670 0.1272
O 3.0451 -1.7052 0.7093
O 2.0957 0.0153 -0.3319
H 0.5612 -7.3194 0.5803
H 1.3175 -5.9646 -0.2690
H -0.3877 -6.3235 -0.5353
H 0.8964 -5.2938 2.0432
H -1.2997 -5.1813 3.0292
H -0.9793 -6.8460 2.5519
H -3.3057 -6.0317 1.9122
H -2.3720 -6.6056 0.5494
H -4.6995 -4.6629 0.3512
H -3.0073 -0.9898 -1.0375
H 1.7985 -3.5207 1.0610
```

Calculated values
**Gap between HOMO and LUMO (spin up / spin down)**: 7.4 / 7.4 eV
**E_tot**: -3539.873569 hartree
**Charge**: 0
**E_LUMO (spin up / spin down)**: 0.3 / 0.3 eV
**E_HOMO (spin up / spin down)**: -0.2615 / -0.2615 Eh


Entry 3:
Molecular formula: C34H32GeMnN4O2PS2
Method: DFT, the ωB97M-V functional and the def2-TZVPD basis

The geometry in XYZ format:
```
77
C34H32GeMnN4O2PS2 | OMol25 | the ωB97M-V functional and the def2-TZVPD basis
Mn 0.1490 -0.2917 0.0447
O -1.4778 -3.9525 0.9404
C -1.1109 -2.7721 0.7972
N -0.2120 -2.2374 -0.0186
C 0.6084 -2.9442 -0.9006
C 0.6414 -4.3288 -1.0508
C 1.5147 -4.9161 -1.9634
C 2.3538 -4.1298 -2.7341
C 2.3322 -2.7431 -2.6060
C 1.4705 -2.1344 -1.6958
N 1.3518 -0.7602 -1.4768
C 1.9156 0.1903 -2.2129
O 2.7198 0.1163 -3.1564
C 1.4238 1.5535 -1.7724
C 1.8180 2.6937 -2.4563
C 1.3068 3.9180 -2.0693
C 0.4030 3.9609 -1.0170
C 0.0638 2.7784 -0.3841
N 0.5730 1.5997 -0.7372
C -1.7552 -1.6990 1.6505
C -2.7318 -2.0344 2.5757
C -3.3337 -1.0311 3.3119
C -2.9234 0.2797 3.1121
C -1.9344 0.5306 2.1784
N -1.3629 -0.4297 1.4530
H -0.0220 -4.9267 -0.4449
H 1.5317 -5.9961 -2.0653
H 3.0334 -4.5889 -3.4443
H 2.9739 -2.1133 -3.2031
H 2.5112 2.5718 -3.2770
H 1.5947 4.8261 -2.5865
H -0.0512 4.8883 -0.6948
H -0.6667 2.7620 0.4130
H -3.0026 -3.0766 2.6646
H -4.1182 -1.2633 4.0231
H -3.3732 1.1051 3.6474
H -1.5948 1.5378 1.9832
C 4.2795 -1.4744 0.5496
Ge 3.2953 0.0566 1.3208
C 3.9620 1.6428 0.3441
C 4.0596 0.2650 3.1503
C 1.3958 -0.1983 1.3995
H 5.3601 -1.3135 0.6092
H 3.9994 -1.6144 -0.4972
H 4.0293 -2.3909 1.0876
H 5.0010 1.8400 0.6251
H 3.3634 2.5241 0.5847
H 3.9252 1.4882 -0.7329
H 5.1507 0.3356 3.1175
H 3.7871 -0.5912 3.7719
H 3.6674 1.1667 3.6260
H 1.0904 -0.4566 2.4298
S -3.7389 2.4829 -0.1557
P -3.6155 0.8128 -1.2317
S -1.8763 0.1539 -1.9244
C -4.4673 -0.5588 -0.3413
C -5.5605 -0.2970 0.4803
C -6.2543 -1.3407 1.0746
C -5.8530 -2.6551 0.8638
C -4.7509 -2.9216 0.0655
C -4.0651 -1.8762 -0.5395
C -4.7660 0.9576 -2.6721
C -5.7574 1.9304 -2.7068
C -6.6432 1.9973 -3.7751
C -6.5463 1.0886 -4.8189
C -5.5550 0.1152 -4.7915
C -4.6693 0.0520 -3.7260
H -5.8439 0.7338 0.6588
H -7.1023 -1.1277 1.7164
H -6.3849 -3.4688 1.3444
H -4.3874 -3.9338 -0.0584
H -3.1855 -2.0718 -1.1426
H -5.8112 2.6406 -1.8902
H -7.4084 2.7653 -3.7930
H -7.2353 1.1412 -5.6543
H -5.4663 -0.5934 -5.6067
H -3.8785 -0.6883 -3.7075
```

Calculated values
**Gap between HOMO and LUMO (spin up / spin down)**: 4.9 / 5.3 eV
**E_tot**: -6050.116115 hartree
**Charge**: -2
**E_LUMO (spin up / spin down)**: 4.4 / 4.4 eV
**E_HOMO (spin up / spin down)**: -0.0215 / -0.0342 Eh